A 2-piece molecular cluster, C2H8N2O2 overall in a non-equilibrium geometry, computed with ωB97M-V with the def2-TZVPD basis set.

```
! wB97M-V def2-TZVPD RIJCOSX def2/J DEFGRID3
* xyz 0 1
O 1.161 1.176 2.240
C 0.085 0.525 2.271
N -0.690 0.012 1.131
C -0.406 -1.119 0.224
N 0.743 -0.666 -0.554
H -0.410 0.315 3.313
H -0.578 0.767 0.446
H -0.017 -1.954 0.783
H -1.366 -1.326 -0.305
H 1.335 -1.345 -0.921
H 1.148 0.069 -0.027
H 0.135 0.610 -2.628
H -0.634 1.635 -3.436
O -0.505 1.302 -2.536
*
```

## Properties
LUMO (eV): 0.70
Structure (SMILES): NCNC=O.O
E_HOMO (eV): -9.62
Gap between HOMO and LUMO (Eh): 0.3795

Atom charges from the Löwdin analysis, given in e for atoms 1 to 4: number 1, O, carries -0.003; number 2, C, carries -0.248; number 3, N, carries -0.033; number 4, C, carries -0.260

A 2-piece molecular cluster, C22H39BF15N4O3PS overall in a non-equilibrium geometry, computed with ωB97M-V with the def2-TZVPD basis set.

```
! wB97M-V def2-TZVPD RIJCOSX def2/J DEFGRID3
* xyz 0 1
C 1.259 -3.421 -3.068
C 1.051 -1.920 -2.815
C -0.182 -1.653 -1.915
C -0.016 -0.361 -1.092
C 0.024 0.837 -2.064
C -0.894 -0.254 0.187
C -0.378 -1.351 1.168
C 0.901 -1.239 2.018
C 2.300 -1.313 1.426
C 2.551 -2.554 0.572
C 3.992 -2.769 0.133
F 4.708 -3.226 1.192
F 3.986 -3.747 -0.813
C 4.702 -1.504 -0.418
F 5.031 -0.723 0.615
F 3.848 -0.823 -1.194
S 6.279 -1.803 -1.464
F 6.525 -3.183 -0.743
F 5.383 -2.485 -2.574
F 6.070 -0.399 -2.180
F 7.198 -1.082 -0.398
F 7.547 -2.062 -2.358
N -0.685 1.084 0.952
P 0.995 1.874 0.866
C 1.017 3.423 -0.069
C 1.477 2.348 2.558
C -1.790 2.115 0.992
C -2.126 2.944 -0.230
O -1.249 2.940 1.984
C -3.109 1.455 1.569
N -3.242 1.813 2.926
N -3.067 0.022 1.302
F -3.377 -0.824 2.361
C -2.486 -0.567 0.131
C -2.948 -2.056 0.166
C -2.949 -2.948 -1.088
C -3.352 -0.002 -1.055
O -4.514 0.210 -0.864
N -2.824 0.193 -2.359
C -3.716 0.882 -3.203
O -4.314 0.400 -4.096
F -3.744 2.174 -2.946
H 0.826 -4.037 -2.280
H 0.802 -3.734 -4.004
H 2.315 -3.675 -3.124
H 0.886 -1.458 -3.785
H 1.933 -1.506 -2.342
H -0.333 -2.547 -1.323
H -1.003 -1.515 -2.610
H 1.012 -0.422 -0.740
H -0.781 1.547 -1.941
H -0.037 0.507 -3.099
H 0.977 1.354 -1.987
H -1.158 -1.438 1.929
H -0.394 -2.316 0.672
H 0.855 -0.357 2.661
H 0.834 -2.059 2.737
H 2.568 -0.422 0.868
H 3.005 -1.339 2.260
H 2.325 -3.441 1.166
H 1.889 -2.559 -0.289
H -0.712 0.778 1.929
H 0.639 3.373 -1.081
H 0.496 4.235 0.442
H 2.070 3.702 -0.113
H 2.529 2.077 2.633
H 1.398 3.425 2.691
H 0.920 1.830 3.332
H -2.402 3.934 0.133
H -1.343 3.104 -0.959
H -3.008 2.598 -0.761
H -1.845 3.691 2.237
H -3.972 1.898 1.067
H -2.506 1.490 3.535
H -4.152 1.644 3.322
H -4.005 -1.953 0.400
H -2.548 -2.618 0.999
H -3.861 -3.536 -1.121
H -2.857 -2.440 -2.040
H -2.136 -3.671 -1.051
H -2.618 -0.659 -2.866
B -2.504 5.238 3.696
F -1.231 4.741 4.047
F -2.597 6.588 3.982
F -2.670 4.985 2.280
F -3.487 4.519 4.384
*
```

## Properties
LUMO (eV): -0.24
E_HOMO (eV): -9.48
Gap between HOMO and LUMO (Eh): 0.3395

Atom charges from the Löwdin analysis, given in e for atoms 1 to 4: number 1, C, carries -0.086; number 2, C, carries -0.220; number 3, C, carries -0.178; number 4, C, carries -0.289

A 6-piece molecular cluster, C9H31N11O6 overall in a non-equilibrium geometry, computed with ωB97M-V with the def2-TZVPD basis set.

```
! wB97M-V def2-TZVPD RIJCOSX def2/J DEFGRID3
* xyz 0 1
C 3.471 -5.624 6.381
O 2.432 -6.174 6.483
N 4.212 -5.916 5.350
N 4.086 -4.836 7.206
H 3.852 -6.538 4.640
H 5.178 -5.643 5.239
H 3.535 -4.449 7.959
H 5.060 -4.677 6.990
C 0.549 -6.349 -3.716
O 0.131 -7.297 -4.367
N 0.874 -5.264 -4.165
N 0.608 -6.371 -2.372
H 0.748 -5.056 -5.145
H 1.212 -4.566 -3.519
H 0.779 -5.498 -1.892
H 0.453 -7.212 -1.834
C 5.144 -0.265 -4.358
O 6.093 -0.053 -5.127
N 5.257 -0.682 -3.171
N 3.885 -0.073 -4.696
H 4.537 -0.987 -2.532
H 6.247 -0.733 -2.975
H 3.087 -0.265 -4.107
H 3.708 -0.035 -5.690
C 0.222 -1.261 1.654
O 0.969 -1.548 0.803
N -0.879 -0.647 1.438
N 0.387 -1.343 2.951
H -1.561 -0.498 2.167
H -1.111 -0.626 0.455
H -0.345 -0.956 3.529
H 1.161 -1.866 3.335
C -4.725 1.501 5.717
O -3.974 0.644 6.143
N -4.667 2.755 6.071
N -5.792 1.323 4.936
H -4.072 3.022 6.842
H -5.315 3.442 5.714
H -6.038 0.355 4.788
H -6.420 2.066 4.665
C -3.572 4.082 -2.169
C -2.570 5.003 -2.957
C -1.120 4.499 -3.023
O -0.295 5.306 -3.787
C -0.011 6.599 -3.269
N -3.133 5.089 -4.306
H -3.375 3.994 -1.101
H -3.617 3.054 -2.529
H -4.549 4.563 -2.213
H -2.646 5.992 -2.504
H -1.051 3.499 -3.451
H -0.809 4.399 -1.983
H -0.878 7.246 -3.406
H 0.827 6.994 -3.843
H 0.312 6.588 -2.228
H -2.496 5.686 -4.814
H -3.996 5.604 -4.208
*
```

## Properties
LUMO (eV): 0.02
Structure (SMILES): COC[C@H](C)N.NC(N)=O.NC(N)=O.NC(N)=O.NC(N)=O.NC(N)=O
E_HOMO (eV): -9.49
Gap between HOMO and LUMO (Eh): 0.3494

Atom charges from the Löwdin analysis, given in e for atoms 1 to 4: number 1, C, carries -0.841; number 2, O, carries 0.070; number 3, N, carries 0.143; number 4, N, carries 0.170

A 10-piece molecular cluster, C48H124N8O16 overall in a non-equilibrium geometry, computed with ωB97M-V with the def2-TZVPD basis set.

```
! wB97M-V def2-TZVPD RIJCOSX def2/J DEFGRID3
* xyz 0 1
C 8.077 7.087 5.710
C 8.393 8.509 6.092
O 8.176 8.450 7.481
H 8.806 6.449 6.209
H 8.224 7.020 4.632
H 7.095 6.829 6.108
H 7.637 9.221 5.762
H 9.372 8.867 5.775
H 8.931 8.255 8.042
C 0.244 0.188 -9.597
C 1.475 0.382 -8.638
O 1.917 1.678 -8.715
H -0.594 0.827 -9.319
H -0.011 -0.871 -9.545
H 0.409 0.421 -10.648
H 2.323 -0.261 -8.875
H 1.149 0.117 -7.632
H 1.311 2.396 -8.521
C -1.929 10.447 -2.386
O -0.839 11.336 -2.492
C -0.540 11.570 -3.893
C 0.982 11.872 -4.073
N 1.291 13.256 -3.643
C 2.761 13.515 -3.552
C 3.492 13.202 -4.916
O 4.850 13.707 -4.815
C 5.616 13.418 -5.906
H -1.514 9.439 -2.384
H -2.628 10.374 -3.219
H -2.563 10.526 -1.503
H -1.246 12.355 -4.166
H -0.707 10.659 -4.467
H 1.263 11.737 -5.118
H 1.547 11.221 -3.406
H 0.810 13.471 -2.782
H 3.282 13.062 -2.709
H 2.731 14.596 -3.413
H 2.995 13.522 -5.832
H 3.412 12.138 -5.137
H 6.533 13.963 -5.683
H 5.124 13.781 -6.808
H 5.909 12.377 -6.046
C -7.579 -6.516 -0.228
O -6.491 -6.436 0.694
C -6.783 -5.569 1.776
C -5.476 -5.281 2.578
N -4.841 -6.488 3.133
C -3.409 -6.419 3.314
C -2.738 -6.549 1.915
O -2.048 -7.788 1.754
C -3.006 -8.808 1.612
H -7.391 -7.415 -0.815
H -7.618 -5.667 -0.911
H -8.516 -6.599 0.322
H -7.557 -5.994 2.414
H -7.210 -4.695 1.284
H -5.801 -4.646 3.402
H -4.891 -4.641 1.918
H -5.088 -7.075 2.350
H -3.100 -7.249 3.951
H -3.056 -5.591 3.928
H -1.860 -5.904 1.942
H -3.365 -6.292 1.061
H -3.922 -8.576 1.069
H -3.368 -9.055 2.610
H -2.352 -9.531 1.123
C 3.602 -12.060 7.144
O 4.408 -10.981 6.742
C 3.900 -10.419 5.468
C 4.492 -9.135 4.959
N 4.643 -8.223 6.092
C 5.410 -7.072 5.771
C 4.776 -6.240 4.626
O 5.609 -5.101 4.412
C 5.105 -4.091 3.650
H 2.576 -11.712 7.267
H 3.966 -12.395 8.115
H 3.603 -12.747 6.298
H 2.812 -10.409 5.539
H 4.227 -11.161 4.740
H 3.912 -8.816 4.093
H 5.506 -9.238 4.572
H 5.023 -8.756 6.861
H 6.388 -7.421 5.441
H 5.538 -6.558 6.724
H 3.771 -6.046 5.001
H 4.668 -6.754 3.671
H 5.223 -3.136 4.162
H 4.055 -4.232 3.392
H 5.736 -3.953 2.772
C -9.960 4.008 1.729
O -8.559 4.303 1.497
C -7.732 4.256 2.632
C -7.682 2.848 3.424
N -8.658 2.829 4.549
C -8.449 3.677 5.677
C -9.700 3.880 6.589
O -10.679 4.810 6.080
C -11.837 4.731 6.911
H -10.409 4.654 2.483
H -10.157 3.033 2.175
H -10.467 4.132 0.773
H -7.977 5.092 3.288
H -6.739 4.583 2.326
H -6.830 2.827 4.105
H -7.771 1.850 2.995
H -9.637 3.011 4.382
H -8.149 4.685 5.391
H -7.648 3.238 6.271
H -9.481 4.126 7.628
H -10.158 2.894 6.512
H -12.690 5.302 6.543
H -11.570 5.006 7.931
H -12.261 3.727 6.887
C 0.934 5.046 1.174
O 0.052 4.023 0.682
C 0.666 2.662 0.743
C -0.395 1.534 0.384
N -0.873 1.566 -0.925
C -1.929 0.574 -1.233
C -1.302 -0.615 -1.946
O -2.161 -1.620 -1.598
C -1.917 -2.828 -2.307
H 1.500 4.740 2.054
H 0.357 5.947 1.384
H 1.585 5.248 0.323
H 1.088 2.443 1.724
H 1.567 2.566 0.138
H -1.300 1.674 0.974
H -0.014 0.514 0.434
H -1.093 2.507 -1.219
H -2.623 1.117 -1.875
H -2.330 0.156 -0.309
H -0.327 -0.888 -1.543
H -1.202 -0.571 -3.031
H -2.480 -3.689 -1.948
H -0.878 -3.157 -2.292
H -1.974 -2.784 -3.395
C 6.557 -5.502 -3.099
O 7.071 -6.749 -2.639
C 6.015 -7.697 -2.506
C 6.576 -8.875 -1.686
N 7.599 -9.562 -2.366
C 8.156 -10.687 -1.609
C 9.566 -11.097 -2.237
O 10.197 -12.008 -1.413
C 11.120 -11.466 -0.495
H 7.341 -4.752 -2.993
H 5.774 -5.227 -2.392
H 6.151 -5.419 -4.107
H 5.653 -8.121 -3.443
H 5.182 -7.313 -1.916
H 5.797 -9.637 -1.649
H 6.805 -8.578 -0.663
H 8.327 -8.904 -2.605
H 7.489 -11.550 -1.616
H 8.382 -10.369 -0.591
H 10.245 -10.304 -2.552
H 9.504 -11.765 -3.096
H 11.332 -12.281 0.198
H 10.576 -10.727 0.092
H 11.965 -10.972 -0.975
C -2.057 16.559 4.397
C -2.354 15.540 3.310
C -1.555 15.631 1.951
O -2.019 16.808 1.202
C -3.227 16.531 0.485
N -2.134 14.301 3.931
H -2.730 16.552 5.254
H -2.177 17.594 4.077
H -1.086 16.420 4.872
H -3.413 15.637 3.070
H -1.774 14.734 1.370
H -0.495 15.590 2.200
H -3.934 15.835 0.936
H -2.846 16.144 -0.460
H -3.727 17.482 0.302
H -2.360 13.573 3.267
H -2.637 14.042 4.767
C -1.200 -9.281 -9.166
C -0.993 -10.773 -8.574
C -2.291 -11.652 -8.427
O -3.142 -11.170 -7.303
C -2.747 -11.601 -6.001
N 0.001 -11.259 -9.497
H -0.283 -8.693 -9.132
H -1.803 -8.670 -8.494
H -1.675 -9.329 -10.146
H -0.617 -10.832 -7.553
H -2.025 -12.695 -8.254
H -2.827 -11.506 -9.364
H -2.684 -12.681 -6.139
H -3.567 -11.279 -5.359
H -1.813 -11.119 -5.713
H 0.426 -10.496 -10.003
H -0.409 -11.716 -10.299
*
```

## Properties
LUMO (eV): 0.41
Structure (SMILES): COC[C@H](C)N.COC[C@H](C)N.COCCNCCOC.COCCNCCOC.COCCNCCOC.COCCNCCOC.COCCNCCOC.COCCNCCOC.CCO.CCO
E_HOMO (eV): -8.43
Gap between HOMO and LUMO (Eh): 0.3248

Atom charges from the Löwdin analysis, given in e for atoms 1 to 4: number 1, C, carries -0.102; number 2, C, carries -0.329; number 3, O, carries -0.102; number 4, H, carries 0.073